Record 1
{
  "formula": "C4H32N2O12S",
  "method": "ωB97M-V/def2-TZVPD",
  "relative_energy_kcal_mol": 70.5,
  "orbital_gap_ev": 9.33,
  "e_homo_ev": -9.187,
  "e_tot_ha": -1582.12876,
  "symbols": ["N", "C", "N", "C", "O", "C", "C", "S", "H", "H", "H", "H", "H", "H", "H", "H", "H", "H", "O", "H", "H", "O", "H", "H", "O", "H", "H", "O", "H", "H", "O", "H", "H", "O", "H", "H", "O", "H", "H", "O", "H", "H", "O", "H", "H", "O", "H", "H", "O", "H", "H"],
  "positions_angstrom": [[-2.7117, 0.7846, 1.5830], [-2.3468, 2.2080, 1.4133], [-1.9871, 2.5272, -0.0518], [-0.8066, 2.1394, -0.5957], [-0.6631, 2.2072, -1.8529], [0.3267, 1.7541, 0.3493], [1.4231, 2.8004, 0.3945], [0.9612, 4.2052, 1.4692], [-1.8347, 0.1702, 1.2999], [-3.4865, 0.4455, 1.1152], [-1.5469, 2.5251, 2.1575], [-3.2638, 2.8915, 1.6049], [-2.8461, 2.3552, -0.6572], [0.1254, 1.5146, 1.3257], [0.6004, 0.7649, -0.0163], [1.5290, 3.3075, -0.6924], [2.4350, 2.4515, 0.3993], [0.1298, 4.8549, 0.7301], [1.2509, -2.1467, 2.1370], [0.3911, -2.0140, 1.6993], [1.8590, -2.0029, 1.2841], [1.5604, -0.8691, 4.3060], [1.5787, -1.4988, 3.5772], [1.9975, -0.1543, 3.8924], [-1.0869, -0.8161, 3.9950], [-0.1213, -0.5432, 3.9170], [-1.1551, -0.6062, 4.9437], [3.4670, -3.4683, -1.7238], [3.2402, -2.7448, -2.3314], [2.7826, -4.0941, -1.4952], [-0.8232, -0.0371, -4.5424], [-1.4726, -0.0870, -3.7461], [-0.5565, 0.7674, -5.0056], [-1.9376, -2.4345, 1.8371], [-1.8648, -1.8813, 2.6306], [-2.5988, -3.0350, 1.9467], [0.1048, -2.1234, -3.0506], [-0.1137, -1.2707, -3.1615], [0.0575, -2.5854, -3.8330], [-2.8935, 1.2320, -2.9483], [-2.1045, 1.6875, -2.6438], [-3.4889, 1.9185, -3.3346], [3.0970, -0.8734, -2.3028], [2.2247, -0.4333, -2.5235], [3.8395, -0.2723, -2.4339], [3.2884, -1.2110, 0.4339], [3.1646, -1.5282, -0.4622], [3.9535, -1.7423, 0.8751], [-1.3054, -1.3448, -0.6261], [-1.6912, -1.9079, -0.0386], [-0.6807, -1.7862, -1.2473]],
  "forces_ev_per_a": [[5.09, 0.49, 1.03], [-1.55, 0.18, -0.56], [-1.36, -1.04, 1.15], [-0.70, 1.00, -1.48], [0.49, -0.57, 2.46], [0.84, -0.25, -2.51], [-0.70, 2.22, -4.37], [1.78, -1.03, 1.63], [-2.65, 1.53, 0.76], [-1.75, -0.34, -1.39], [-0.90, -0.51, -1.36], [1.46, -1.29, -0.15], [1.77, 0.55, 0.73], [-1.44, -0.18, 2.40], [0.73, 0.06, -0.54], [-0.64, -1.10, 2.11], [0.52, -0.30, 1.37], [-0.91, 0.42, -1.28], [1.04, 0.08, -3.79], [-0.16, -0.28, 0.65], [-1.00, -0.12, 2.65], [-0.31, -0.12, 1.28], [-0.26, -0.84, -0.50], [0.96, 1.54, -0.34], [1.19, 0.94, 0.69], [-0.92, -0.82, -0.20], [-0.62, -0.36, -0.44], [1.20, 0.07, 0.34], [-0.70, -0.60, 0.28], [-0.54, 0.32, -0.52], [-0.48, -1.80, 1.25], [1.16, 1.83, -2.56], [-0.97, 0.21, 1.18], [2.85, 2.51, -0.82], [-0.04, 0.02, 0.31], [-2.82, -2.54, 0.71], [1.78, -3.57, 4.28], [-1.14, 4.68, -1.49], [-0.30, -1.17, -2.75], [-1.78, 0.31, -0.59], [0.76, 0.61, 0.24], [0.86, -0.90, 0.39], [-1.45, 0.51, -0.48], [1.76, -0.51, 0.21], [-0.43, 0.21, -0.07], [-0.48, 0.45, 0.89], [0.40, -0.32, -0.53], [0.17, -0.25, -0.28], [2.52, 3.02, -3.39], [-1.38, -2.83, 2.61], [-0.96, -0.12, 0.82]]
}

Record 2
{
  "formula": "C4H32O14",
  "method": "ωB97M-V/def2-TZVPD",
  "charge": -2,
  "relative_energy_kcal_mol": 46.2,
  "orbital_gap_ev": 8.79,
  "e_homo_ev": -3.709,
  "e_tot_ha": -1224.96744,
  "symbols": ["C", "C", "C", "O", "C", "O", "H", "H", "H", "H", "H", "H", "H", "H", "H", "H", "O", "H", "H", "O", "H", "H", "O", "H", "H", "O", "H", "H", "O", "H", "H", "O", "H", "H", "O", "H", "H", "O", "H", "H", "O", "H", "H", "O", "H", "H", "O", "H", "H", "O"],
  "positions_angstrom": [[-0.2146, -0.4120, -2.1543], [-1.2806, -1.1786, -1.3455], [-2.5286, -0.3109, -1.0364], [-2.5782, 0.1490, 0.3050], [0.3713, -1.2263, -3.2923], [1.7101, -0.8218, -3.5478], [0.3846, 0.1253, -1.4123], [-0.7375, 0.4207, -2.6446], [-1.4815, -2.1560, -1.8127], [-0.8974, -1.6682, -0.4410], [-2.3836, 0.5181, -1.7349], [-3.4804, -0.8029, -1.1890], [0.5617, -2.2367, -2.9228], [-0.2914, -1.1229, -4.1593], [0.8179, -2.7174, -1.2221], [1.1471, -3.0144, 0.0131], [0.6811, -3.5183, -0.6943], [0.0810, 2.6503, -3.6332], [0.1574, 2.3688, -2.0747], [0.6911, 2.4798, -2.9160], [2.5552, -1.9397, 1.7765], [1.2208, -2.8738, 2.1580], [2.1389, -2.7948, 1.9108], [-2.0910, -2.1726, 3.0242], [-3.1450, -1.7509, 2.0630], [-3.0880, -2.1753, 2.9287], [2.6465, 0.5775, -0.7792], [2.2416, 1.4679, -2.1047], [2.8639, 0.8569, -1.6815], [2.8560, 0.8795, 1.1358], [1.7541, -0.2194, 1.3984], [2.7616, -0.0785, 1.1614], [0.3846, 2.5073, 2.7616], [-0.8845, 1.8971, 0.9481], [-1.1850, 1.8140, 1.9358], [-0.7919, 0.8992, 2.0057], [-0.0366, -0.7871, 0.7459], [0.2134, -0.5219, 1.6376], [-1.7464, 0.5602, 0.5826], [-0.9763, 1.3781, -0.7823], [-0.4772, 2.1597, -0.5232], [-1.1420, 3.5533, -0.8098], [-1.3673, 4.3586, 0.4084], [-1.5637, 4.4494, -0.5307], [-0.6134, -1.4641, 4.1685], [-0.0925, -1.5631, 2.6594], [-0.4676, -2.1160, 3.4816], [1.9032, -0.0835, -2.9373], [1.5845, 1.8287, 2.2834], [1.3566, 2.6199, 2.7775]],
  "forces_ev_per_a": [[-1.93, 0.40, 0.32], [-0.37, -1.23, -0.04], [1.21, -0.12, 0.53], [-0.58, -0.67, -0.48], [1.89, 0.10, 1.73], [-0.12, 0.71, -0.80], [0.93, -0.54, -0.58], [0.10, -0.14, 0.12], [-0.67, 0.48, -0.70], [0.03, 0.78, 0.23], [-0.86, 0.28, -0.01], [-0.11, -0.21, -0.28], [-1.08, -0.49, -0.71], [0.24, -0.47, -0.03], [-0.62, -0.51, -1.36], [0.00, -1.56, 1.09], [0.98, 1.78, 0.51], [-0.11, 0.00, 0.00], [0.11, 0.23, 0.29], [0.33, -0.04, 0.02], [-0.93, 0.50, 0.30], [-0.12, 1.14, 0.38], [1.30, -1.86, -0.61], [-0.71, -0.28, 0.41], [-0.37, 0.21, 0.02], [0.74, 0.05, -0.47], [-0.47, 0.24, -0.18], [-0.27, 0.32, 0.85], [0.75, -0.13, -0.61], [0.25, -0.02, 0.15], [0.26, 0.07, -0.23], [-0.86, 0.10, -0.02], [-0.13, 0.24, -0.20], [-0.07, 1.50, 0.91], [0.78, -1.04, -0.79], [-0.10, 0.42, 0.83], [0.00, 0.06, 0.22], [0.58, -0.14, -0.13], [-0.51, -0.10, 0.08], [0.04, 0.51, -0.23], [0.34, -0.74, -0.75], [-0.60, 0.76, 0.47], [-0.18, 0.20, 0.07], [0.41, -0.47, -0.33], [0.13, 0.21, 0.05], [-0.61, 0.34, 0.65], [0.53, -0.21, -0.67], [0.39, -0.52, -0.29], [0.17, -0.11, 0.00], [-0.08, -0.04, 0.26]]
}

Record 3
{
  "formula": "C4H32O15",
  "method": "ωB97M-V/def2-TZVPD",
  "relative_energy_kcal_mol": 0.0,
  "orbital_gap_ev": 10.47,
  "e_homo_ev": -10.436,
  "e_tot_ha": -1300.32346,
  "symbols": ["O", "C", "O", "C", "C", "C", "O", "H", "H", "H", "H", "H", "H", "H", "H", "H", "H", "O", "H", "H", "O", "H", "H", "O", "H", "H", "O", "H", "H", "O", "H", "H", "O", "H", "H", "O", "H", "H", "O", "H", "H", "O", "H", "H", "O", "H", "H", "O", "H", "H", "O"],
  "positions_angstrom": [[-3.0084, -1.1779, -1.5243], [-2.3075, -0.2278, -1.2787], [-2.3876, 0.8781, -2.0380], [-1.2878, -0.2046, -0.1762], [0.0569, -0.5736, -0.7949], [1.1590, -0.8138, 0.2109], [2.3970, -1.0905, -0.4477], [-1.6459, 1.5199, -1.9279], [-1.2562, 0.7755, 0.3002], [-1.5784, -0.9219, 0.5829], [0.3574, 0.1895, -1.5029], [-0.0372, -1.4537, -1.4272], [0.9185, -1.6478, 0.8770], [1.3503, 0.0759, 0.8118], [2.3041, -1.9414, -0.9263], [-1.9022, 2.4953, -5.1092], [-1.9969, 1.2511, -4.1894], [-1.3724, 1.8280, -4.6586], [-2.3214, -3.2374, 2.2630], [-1.0350, -2.4358, 2.3203], [-1.4107, -3.2497, 1.9343], [2.3210, 1.1309, 2.4620], [3.4339, 0.3297, 1.7669], [3.2533, 1.1823, 2.1849], [0.3585, -3.4905, -1.2080], [1.6294, -4.3855, -1.2163], [1.3220, -3.5004, -1.4284], [-0.4832, 0.0870, 3.0070], [-0.5909, -0.9461, 4.1668], [-0.9621, -0.7262, 3.3034], [0.8181, 1.9703, -2.2889], [-0.4316, 2.3340, -3.1988], [-0.0644, 2.4236, -2.2937], [3.1773, 2.3600, 0.9204], [3.5750, 3.6902, 0.2308], [2.9636, 2.9490, 0.1558], [1.1811, 3.1516, 0.3091], [-0.1099, 2.8192, -0.4196], [0.2259, 3.0606, 0.4662], [0.2725, 2.0239, 1.7767], [0.2404, 2.2590, 3.3080], [0.4455, 1.5784, 2.6572], [2.8276, 1.8740, -1.3944], [2.5341, 0.3575, -1.6798], [2.4191, 1.2641, -2.0353], [-2.0244, -2.8806, -1.1357], [-1.3780, -3.4762, 0.1585], [-1.3454, -3.5075, -0.8202], [-4.1581, -1.1808, 2.5112], [-2.8164, -1.1340, 3.2736], [-3.6299, -1.6547, 3.1618]],
  "forces_ev_per_a": [[0.01, 0.13, -0.02], [-0.10, 0.11, 0.08], [-0.11, 0.16, -0.39], [0.08, -0.03, -0.01], [0.10, -0.06, -0.35], [0.41, -0.19, -0.25], [0.13, 0.03, -0.15], [0.06, -0.43, 0.39], [0.07, 0.13, -0.07], [-0.10, -0.24, 0.03], [0.11, 0.28, 0.20], [-0.20, -0.23, 0.23], [-0.16, 0.05, 0.05], [-0.18, 0.00, 0.01], [-0.24, 0.08, 0.28], [-0.01, -0.12, 0.05], [0.00, 0.11, -0.17], [-0.12, -0.05, 0.11], [-0.03, 0.06, -0.01], [-0.12, -0.25, -0.15], [0.11, 0.21, 0.23], [0.00, 0.14, 0.11], [0.09, 0.02, 0.01], [-0.06, -0.19, -0.09], [0.13, -0.13, -0.16], [-0.03, -0.02, -0.03], [-0.03, 0.10, 0.12], [-0.19, -0.28, 0.17], [-0.03, 0.05, -0.09], [0.34, 0.25, 0.00], [-0.24, 0.14, -0.11], [0.33, 0.16, 0.04], [-0.07, -0.19, 0.00], [-0.04, -0.05, -0.10], [-0.08, 0.01, -0.10], [0.31, 0.14, 0.24], [0.25, 0.17, 0.01], [0.00, 0.22, 0.18], [-0.27, -0.34, -0.25], [0.01, 0.04, 0.19], [0.03, -0.02, 0.02], [-0.09, 0.03, -0.20], [-0.06, -0.28, -0.06], [0.03, 0.38, 0.09], [0.06, 0.00, -0.07], [0.24, -0.21, 0.19], [-0.13, 0.07, -0.14], [-0.13, 0.07, -0.01], [0.03, -0.03, 0.04], [-0.13, 0.01, -0.08], [0.04, -0.02, -0.02]]
}

Record 4
{
  "formula": "C4H33N2O14",
  "method": "ωB97M-V/def2-TZVPD",
  "charge": 1,
  "relative_energy_kcal_mol": 125.6,
  "orbital_gap_ev": 10.62,
  "e_homo_ev": -13.299,
  "e_tot_ha": -1334.71783,
  "symbols": ["O", "C", "C", "C", "C", "N", "O", "N", "H", "H", "H", "H", "H", "H", "H", "H", "H", "H", "H", "O", "H", "H", "O", "H", "H", "O", "H", "H", "O", "H", "H", "O", "H", "H", "O", "H", "H", "O", "H", "H", "O", "H", "H", "O", "H", "H", "O", "H", "H", "O", "H", "H", "O"],
  "positions_angstrom": [[1.4860, 3.4773, 0.2359], [0.5987, 3.4034, -0.5682], [-0.0315, 2.0175, -0.5345], [-1.3096, 1.8844, 0.3830], [-1.7972, 0.3903, 0.4218], [-3.1065, 0.0468, 1.0481], [-1.0893, -0.4574, 0.0093], [0.9638, 0.9121, -0.1945], [0.3766, 4.0291, -1.3515], [-0.5087, 1.7494, -1.4832], [-1.3716, 2.3534, 1.3810], [-2.0954, 2.5640, 0.0310], [-3.4543, -0.8849, 0.9677], [-3.7253, 0.8421, 0.9826], [2.0196, 1.1543, -0.2423], [0.8686, 0.2195, -0.9624], [0.8824, 0.6028, 0.6863], [-1.1850, 4.8345, 1.6502], [-2.3618, 4.4212, 2.2090], [-1.8660, 4.3099, 1.3580], [-0.9568, -0.5587, 3.0079], [-0.1948, -1.8400, 3.1098], [-0.9893, -1.4415, 2.6801], [2.7347, -3.9851, 2.7024], [1.4869, -3.4911, 2.0839], [2.4630, -3.3950, 2.0244], [1.8574, -1.9026, 1.5569], [0.3289, -1.3690, 1.1925], [1.3222, -1.1227, 1.4275], [-1.7901, -2.6021, -0.2432], [-1.4665, -3.9321, 0.2331], [-1.5553, -3.4746, -0.6027], [-2.4245, 4.0437, -2.7678], [-3.0932, 2.6511, -2.8324], [-2.2534, 3.0823, -2.9129], [-1.4298, 1.0231, 4.5319], [-1.3464, 1.4426, 3.0272], [-1.0676, 0.9720, 3.6224], [0.3563, 0.7279, -3.8901], [1.4985, 0.8528, -4.8170], [1.0778, 1.2429, -4.0132], [2.5800, -0.8438, -1.2750], [1.8344, -2.0107, -0.7471], [1.7387, -1.3022, -1.4631], [0.3547, -2.6579, -4.7655], [0.2637, -1.3805, -3.5984], [0.1198, -1.6472, -4.5643], [0.3840, -3.0719, -0.6507], [1.1657, -4.4017, -0.2550], [1.2405, -3.4900, -0.3202], [3.9198, -1.9829, 0.5667], [4.3276, -0.8807, 1.4099], [4.2197, -1.1240, 0.5150]],
  "forces_ev_per_a": [[0.63, 1.79, 0.21], [1.14, -4.22, 2.29], [-2.26, -0.90, 0.18], [-1.06, -0.55, 0.44], [-3.87, 1.28, 1.87], [3.65, 3.02, -1.40], [1.08, -2.32, -1.18], [2.45, 4.02, -5.26], [-0.74, 2.19, -1.69], [0.72, 0.14, -0.27], [1.28, -0.71, -0.22], [0.11, -0.55, -0.91], [-0.10, -0.34, -0.21], [-0.49, -0.51, 0.20], [-2.13, 0.38, -0.01], [0.09, -0.83, 1.20], [-0.63, -2.26, 3.90], [3.45, 2.22, 0.21], [-0.43, -0.54, -1.17], [-3.14, -0.74, 1.33], [-0.18, 1.53, 0.63], [-1.00, 0.42, -0.47], [0.74, -2.82, 0.06], [0.97, -0.74, 1.09], [0.79, -0.08, -0.44], [-1.32, -0.07, -0.18], [0.17, -0.18, -0.02], [3.02, 0.36, 0.97], [-2.95, 0.62, -0.76], [0.01, 0.20, -0.60], [0.01, -0.78, 0.21], [-0.10, 0.81, 0.45], [0.06, -1.18, -0.28], [-0.81, -0.24, -0.05], [0.76, 1.40, 0.42], [-0.03, 0.52, -1.43], [-5.38, 8.37, -9.17], [5.38, -8.30, 10.94], [-3.66, -2.43, 0.39], [-0.42, 0.48, 0.97], [4.01, 2.01, -1.28], [-0.17, -0.08, -0.59], [-0.43, 0.85, -1.41], [1.13, -0.32, 1.02], [-0.66, 3.54, 1.41], [0.13, -1.60, -1.93], [0.66, -2.01, 0.66], [0.99, -1.67, 0.40], [-0.43, -2.57, -0.11], [-1.10, 3.41, -0.33], [-0.98, -3.18, 0.01], [0.29, 0.68, 1.54], [0.71, 2.48, -1.65]]
}